Here is C29H32BClN8O2P2Pb as an isolated structure at a distorted geometry from OMol25. Energies are from ωB97M-V with the def2-TZVPD basis set.

The geometry in XYZ format:
```
76
Properties=species:S:1:pos:R:3:forces:R:3:nbo_charge:R:1
Pb -0.465 -0.778 -0.503 -0.2 -0.1 -0.1 1.3540
C -4.494 -2.500 0.531 0.2 0.1 0.0 -0.3155
C -3.385 -1.735 0.844 -0.1 0.0 -0.1 -0.0145
N -2.466 -1.849 -0.123 0.4 0.2 0.1 -0.4572
N -2.966 -2.687 -1.055 -0.4 -0.2 -0.2 -0.3251
C -4.182 -3.092 -0.680 -0.4 0.1 0.4 0.0560
B -2.116 -3.105 -2.279 -0.3 0.0 -0.2 0.9234
N -1.831 -1.826 -3.124 0.0 -0.1 -0.2 -0.3261
C -2.191 -1.598 -4.392 0.0 0.3 -0.1 0.0551
C -1.929 -0.274 -4.702 0.0 -0.1 0.2 -0.3042
C -1.395 0.257 -3.541 0.0 -0.1 -0.1 -0.0013
N -1.335 -0.689 -2.598 0.1 0.1 0.3 -0.4585
N -0.798 -3.683 -1.710 0.0 -0.4 -0.2 -0.3243
C -0.418 -4.963 -1.630 0.3 -0.1 0.2 0.0407
C 0.804 -5.032 -0.984 -0.1 0.2 0.0 -0.3039
C 1.105 -3.717 -0.675 -0.1 -0.1 0.0 -0.0059
N 0.127 -2.911 -1.107 0.1 0.4 -0.1 -0.4444
N -2.819 -4.089 -3.161 0.2 -0.5 -0.3 -0.4101
C -2.304 -4.913 -4.115 -0.1 -0.4 -0.4 -0.0582
C -3.349 -5.476 -4.806 0.3 0.1 0.1 -0.3118
C -4.501 -4.915 -4.224 0.8 0.0 -0.2 -0.0164
N -4.158 -4.085 -3.272 -1.1 0.7 0.7 -0.3059
H -5.398 -2.613 1.091 -0.2 -0.1 0.1 0.2579
H -3.192 -1.118 1.700 0.0 0.2 0.2 0.2019
H -4.764 -3.752 -1.298 0.1 0.0 -0.1 0.2915
H -2.611 -2.360 -5.017 -0.1 -0.3 0.0 0.2606
H -2.117 0.227 -5.629 0.0 0.1 -0.2 0.2638
H -1.062 1.254 -3.335 0.1 0.2 0.0 0.2163
H -1.019 -5.764 -2.004 -0.2 -0.1 -0.2 0.2599
H 1.387 -5.906 -0.777 0.1 -0.2 0.0 0.2643
H 1.965 -3.318 -0.175 0.2 0.1 0.1 0.2179
H -1.249 -5.034 -4.247 0.3 -0.1 -0.1 0.2242
H -3.301 -6.176 -5.615 0.1 -0.1 -0.1 0.2541
H -5.531 -5.072 -4.475 -0.2 0.0 0.0 0.2345
Cl 5.973 2.192 -2.221 0.0 0.0 0.0 0.1193
C 4.757 1.841 -1.070 -0.1 -0.1 0.3 -0.0378
C 4.985 0.843 -0.111 0.0 0.3 -0.3 -0.1600
C 3.980 0.518 0.785 -0.3 0.0 0.2 -0.2643
C 2.771 1.178 0.763 0.1 0.0 -0.2 0.3200
O 1.701 0.709 1.573 0.5 0.1 0.0 -0.8144
C 2.518 2.235 -0.158 0.3 -0.7 0.5 -0.1978
C 1.341 2.968 -0.189 -0.4 0.2 0.1 0.1486
O 0.264 2.603 0.636 0.5 0.2 -0.2 -0.8002
C 3.562 2.531 -1.079 -0.1 -0.1 0.1 -0.1626
H 5.926 0.320 -0.096 0.1 -0.1 0.0 0.2641
H 4.133 -0.281 1.493 0.1 -0.1 0.1 0.2328
H 1.155 3.749 -0.906 -0.1 0.2 -0.1 0.2146
H 3.397 3.304 -1.811 0.0 0.2 -0.1 0.2502
C -1.908 4.188 0.893 0.3 -0.2 0.4 -0.9929
P -0.504 3.429 1.750 -0.3 0.2 -0.3 1.8980
C 0.497 4.754 2.490 -0.3 -0.3 -0.3 -1.0068
C -1.036 2.109 2.891 -0.2 0.7 -0.3 -0.4288
C -2.383 2.177 3.234 0.3 0.2 -0.2 -0.1500
C -2.989 1.207 4.014 0.1 -0.3 0.2 -0.1459
C -2.240 0.132 4.460 -0.3 0.3 0.0 -0.1500
C -0.890 0.061 4.155 0.3 0.1 -0.1 -0.1754
C -0.265 1.038 3.381 0.7 -0.4 0.1 -0.3159
P 1.527 0.803 3.142 0.1 -0.2 0.1 1.8916
C 2.101 -0.774 3.829 -0.3 0.4 -0.1 -0.9966
C 2.520 2.152 3.834 -0.3 -0.4 -0.1 -1.0106
H -2.556 3.437 0.438 0.1 0.0 0.1 0.2853
H -1.487 4.810 0.099 0.1 0.0 0.0 0.2909
H -2.484 4.832 1.554 -0.1 0.1 0.1 0.2891
H 0.200 5.700 2.039 0.0 0.0 -0.1 0.2993
H 1.562 4.616 2.319 0.1 -0.1 0.0 0.2829
H 0.300 4.823 3.556 0.0 -0.1 0.1 0.2930
H -2.971 3.004 2.877 -0.2 0.1 0.0 0.2390
H -4.036 1.296 4.256 -0.1 0.0 0.1 0.2651
H -2.699 -0.638 5.057 -0.1 -0.1 0.1 0.2636
H -0.321 -0.773 4.533 0.0 -0.1 0.1 0.2398
H 1.603 -1.618 3.350 -0.1 0.1 0.0 0.2814
H 1.953 -0.820 4.907 0.0 0.0 0.1 0.2915
H 3.174 -0.852 3.642 0.0 0.1 -0.1 0.2889
H 3.352 1.720 4.391 0.1 0.0 -0.1 0.3015
H 1.921 2.741 4.525 0.0 0.1 0.0 0.2855
H 2.914 2.774 3.031 0.0 0.0 0.0 0.2811
```
Forces are in eV/Å.

Multiplicity: 2
Kohn-Sham gap (spin up / spin down) (Eh): 0.229 / 0.219
E_HOMO (spin up / spin down) (Ha): -0.555 / -0.555
Charge: +3
<S²>: 0.793
Electronic energy (eV): -83610.54503